[1]
{"formula": "C2H3FeLiO2", "method": "ωB97M-V with the def2-TZVPD basis set", "molar_mass_g_mol": 121.8, "s2": 12.02, "orbital_gap_ev": [5.7038, 7.2231], "total_charge": 2, "spin_multiplicity": 7, "homo_energy_ev": [-16.20, -20.40], "lumo_ev": [-10.497, -13.175], "species": ["H", "O", "C", "C", "O", "Li", "Fe", "H", "H"], "xyz": [[-2.3063, -0.8371, -0.5224], [0.9599, 0.0242, -0.7859], [0.2658, -1.0553, -0.4932], [-1.0647, -0.8868, 0.1145], [-1.2241, 0.2846, 0.8331], [-2.9568, 0.6412, 1.3424], [0.2142, 1.3869, 0.3033], [0.5355, -2.0080, -0.9661], [-1.4062, -1.7444, 0.7167]], "mulliken_charge": [0.204, -0.582, -0.226, 0.335, -0.614, 0.920, 1.154, 0.400, 0.410]}

***

[2]
{"formula": "C28H36GeIrO5Sb2", "method": "ωB97M-V with the def2-TZVPD basis set", "molar_mass_g_mol": 960.9, "s2": 6.04, "orbital_gap_ev": [6.8242, 4.8535], "total_charge": 3, "spin_multiplicity": 5, "homo_energy_ev": [-16.11, -16.71], "relative_energy_ev": 1.049, "lumo_ev": [-9.281, -11.856], "species": ["Ir", "O", "C", "O", "C", "O", "C", "C", "O", "O", "H", "H", "H", "H", "H", "C", "Sb", "C", "C", "C", "C", "C", "C", "C", "C", "C", "Sb", "C", "C", "H", "H", "H", "H", "H", "H", "H", "H", "H", "H", "H", "H", "H", "H", "H", "H", "H", "H", "H", "H", "Ge", "C", "C", "C", "C", "C", "C", "C", "C", "C", "C", "C", "C", "H", "H", "H", "H", "H", "H", "H", "H", "H", "H", "H"], "xyz": [[0.7343, 0.8211, 0.8947], [2.0427, 4.7227, 2.1819], [1.9529, 3.4780, 1.8215], [0.9299, 2.9837, 1.3437], [3.2329, 2.7093, 1.9782], [2.9248, 1.3247, 2.0442], [3.3700, 0.6796, 3.1838], [0.7635, 0.6524, 5.0519], [1.2460, 0.6298, 6.0920], [0.2839, 0.6705, 3.9829], [1.2218, 5.2137, 1.9987], [3.8467, 2.9049, 1.0925], [3.7807, 3.0536, 2.8544], [3.2409, -0.3875, 3.1643], [4.1015, 1.1903, 3.7909], [0.9796, -0.3720, -3.2018], [1.0054, 1.1040, -1.6994], [2.5312, 2.3833, -2.3979], [-0.7426, 2.3348, -2.2709], [-1.9130, 1.5171, -2.5574], [-2.0816, 0.9640, -3.8367], [-3.1523, 0.1592, -4.1173], [-4.1126, -0.1521, -3.1062], [-3.9875, 0.3720, -1.8529], [-2.9304, 1.2530, -1.5441], [-2.9369, 1.9488, -0.2687], [-1.7957, 1.0742, 1.4056], [-3.1189, -0.4191, 2.0559], [-2.2059, 2.6697, 2.7207], [1.2530, 0.1188, -4.1352], [-0.0007, -0.8338, -3.2920], [1.7229, -1.1243, -2.9508], [2.3338, 2.6312, -3.4397], [3.4769, 1.8470, -2.3259], [2.5779, 3.2938, -1.8048], [-0.3825, 2.8528, -3.1607], [-0.8523, 3.0319, -1.4450], [-1.3645, 1.1997, -4.6129], [-3.2855, -0.2444, -5.1126], [-4.9571, -0.7803, -3.3581], [-4.7397, 0.1711, -1.1006], [-3.9361, 1.9565, 0.1689], [-2.5429, 2.9626, -0.3069], [-4.0579, 0.0656, 2.3208], [-2.6913, -0.8949, 2.9362], [-3.2669, -1.1619, 1.2763], [-3.2797, 2.7068, 2.8983], [-1.8721, 3.6096, 2.2871], [-1.6894, 2.4938, 3.6614], [0.9419, -1.6478, 1.2925], [2.3920, -2.1401, 0.1582], [2.1018, -2.8002, -1.0466], [3.1210, -3.3319, -1.8186], [4.4419, -3.1951, -1.4061], [4.7451, -2.5409, -0.2171], [3.7294, -2.0135, 0.5607], [-0.7600, -2.4049, 0.8081], [-1.3969, -2.2024, -0.4206], [-2.5545, -2.8980, -0.7314], [-3.0925, -3.7993, 0.1828], [-2.4749, -4.0001, 1.4087], [-1.3170, -3.2997, 1.7256], [1.2274, -1.8539, 2.7872], [1.0722, -2.9531, -1.3492], [2.8939, -3.8755, -2.7263], [5.2387, -3.6165, -2.0046], [5.7736, -2.4636, 0.1083], [3.9863, -1.5309, 1.4939], [-0.9760, -1.5203, -1.1551], [-3.0298, -2.7624, -1.6946], [-3.9879, -4.3534, -0.0654], [-2.8882, -4.7073, 2.1152], [-0.8450, -3.4747, 2.6858]], "mulliken_charge": [0.976, -0.408, 0.440, -0.702, -0.548, -0.055, -0.879, 0.678, -0.332, -0.339, 0.405, 0.284, 0.522, 0.381, 0.288, -1.129, 0.423, -1.327, -1.778, 0.823, -0.604, -0.563, -0.818, -0.681, 1.189, -1.846, 0.654, -1.076, -1.250, 0.545, 0.329, 0.320, 0.468, 0.416, 0.414, 0.785, 0.379, 0.540, 0.482, 0.512, 0.461, 0.870, 0.715, 0.626, 0.423, 0.194, 0.448, 0.360, 0.362, 0.171, 1.102, -0.626, -0.520, -0.548, -0.845, -0.364, 0.585, 0.693, -1.167, -0.739, -0.778, -0.825, 0.071, 0.585, 0.470, 0.448, 0.465, 0.201, 0.344, 0.510, 0.443, 0.475, 0.476]}

***

[3]
{"formula": "H2", "method": "ωB97M-V with the def2-TZVPD basis set", "molar_mass_g_mol": 2.0, "orbital_gap_ev": 15.4704, "spin_multiplicity": 1, "homo_energy_ev": -13.43, "relative_energy_ev": 0.474, "lumo_ev": 2.035, "species": ["H", "H"], "xyz": [[0.0000, 0.0000, 0.4675], [0.0000, 0.0000, -0.4675]], "mulliken_charge": [0.000, 0.000]}